1) The following is a quantum chemistry calculation of a cluster of 3 separate species, C6H16O2 in total, from the OMol25 dataset.

Calculated values
**HOMO**: -9.22 eV
**SMILES string**: C=C(C)CCC.O.O
**Lowest unoccupied orbital energy**: 0.55 eV
**Orbital gap**: 0.3590 Ha

Geometry as XYZ:
```
24
C6H16O2 (ωB97M-V with the def2-TZVPD basis set)
C 2.25 1.03 -0.38
C 1.28 0.98 0.55
C 1.89 0.98 1.97
C -0.24 1.04 0.44
C -0.52 1.96 -0.77
C -0.56 1.22 -2.04
H 3.26 0.83 -0.12
H 2.13 1.17 -1.51
H 2.00 2.04 2.29
H 1.33 0.18 2.42
H 2.94 0.71 1.77
H -0.79 1.37 1.37
H -0.65 0.02 0.25
H 0.11 2.89 -0.77
H -1.57 2.34 -0.59
H 0.46 1.00 -2.51
H -1.05 1.72 -2.88
H -0.98 0.21 -1.88
O -3.66 -3.16 -1.60
H -3.59 -2.53 -0.97
H -3.36 -2.78 -2.33
O 0.37 -2.72 2.05
H 0.87 -1.97 1.79
H 0.68 -3.37 1.46
```

natural (NBO) population analysis, charges in e, atoms 1 to 8:
1. C -0.438
2. C 0.047
3. C -0.654
4. C -0.454
5. C -0.404
6. C -0.611
7. H 0.189
8. H 0.191

---

2) The following is a quantum chemistry calculation of a cluster of 3 separate species, C6H16O2 in total, from the OMol25 dataset.

Calculated values
**HOMO**: -9.48 eV
**SMILES string**: C=C(CC)CC.O.O
**Lowest unoccupied orbital energy**: 0.70 eV
**Orbital gap**: 0.3739 Ha

Geometry as XYZ:
```
24
C6H16O2 (ωB97M-V with the def2-TZVPD basis set)
C -0.33 -1.83 -0.28
C -0.16 -0.51 -0.40
C 0.45 0.32 0.59
C 1.54 -0.21 1.54
C -0.51 0.31 -1.68
C -1.80 1.19 -1.38
H -0.09 -2.26 0.62
H -0.77 -2.45 -1.06
H -0.32 0.90 1.17
H 0.80 1.21 -0.03
H 1.09 -0.92 2.31
H 2.08 0.59 1.91
H 2.32 -0.80 1.03
H -0.58 -0.34 -2.57
H 0.38 0.81 -1.94
H -2.57 0.43 -1.50
H -2.05 1.98 -2.13
H -1.68 1.88 -0.44
O -1.55 0.09 2.73
H -2.01 0.10 1.81
H -1.62 -0.73 3.07
O 2.72 -0.06 -1.23
H 2.12 -0.59 -0.85
H 2.55 0.88 -1.27
```

natural (NBO) population analysis, charges in e, atoms 1 to 8:
1. C -0.432
2. C 0.032
3. C -0.485
4. C -0.604
5. C -0.438
6. C -0.637
7. H 0.190
8. H 0.203

---

Relative stability in eV, measured from the most stable structure: 1) 0.000; 2) 0.187

---

1) The following is a quantum chemistry calculation of the molecule C5H6O2, from the OMol25 dataset.

Calculated values
**HOMO**: -10.01 eV
**SMILES string**: O=CC1(C=O)CC1
**Lowest unoccupied orbital energy**: 0.51 eV
**Orbital gap**: 0.3867 Ha

Geometry as XYZ:
```
13
C5H6O2 (ωB97M-V with the def2-TZVPD basis set)
O -1.72 -1.19 -1.36
C -1.16 -1.08 -0.30
C 0.05 -0.27 -0.04
C 0.94 -0.79 1.04
O 2.10 -0.49 1.17
C -0.31 1.22 0.09
C 0.63 0.77 -0.96
H -1.55 -1.55 0.64
H 0.43 -1.48 1.75
H -0.07 1.71 1.03
H -1.31 1.43 -0.27
H 1.70 0.91 -0.82
H 0.27 0.82 -1.98
```

natural (NBO) population analysis, charges in e, atoms 1 to 8:
1. O -0.514
2. C 0.452
3. C -0.315
4. C 0.448
5. O -0.516
6. C -0.341
7. C -0.386
8. H 0.110

---

2) The following is a quantum chemistry calculation of a structure of composition C5H6O2, from the OMol25 dataset.

Calculated values
**HOMO**: -8.05 eV
**Lowest unoccupied orbital energy**: 0.39 eV
**Orbital gap**: 0.3104 Ha

Geometry as XYZ:
```
13
C5H6O2 (ωB97M-V with the def2-TZVPD basis set)
O -1.88 -0.99 2.07
C -1.23 -0.17 1.48
C -1.14 -0.19 -0.03
O -0.75 1.01 -0.67
C 1.08 1.30 -0.60
C 1.40 -0.11 -0.10
C 0.13 -0.49 -0.69
H -0.65 0.62 1.99
H -2.03 -0.63 -0.48
H 1.19 1.28 -1.70
H 2.26 -0.56 -0.61
H 1.50 -0.20 0.98
H 0.09 -0.88 -1.70
```

natural (NBO) population analysis, charges in e, atoms 1 to 8:
1. O -0.490
2. C 0.412
3. C -0.076
4. O -0.476
5. C -0.099
6. C -0.560
7. C 0.118
8. H 0.133

---

3) The following is a quantum chemistry calculation of the molecule C5H6O2, from the OMol25 dataset.

Calculated values
**HOMO**: -9.94 eV
**SMILES string**: O=CCC#CCO
**Lowest unoccupied orbital energy**: 0.75 eV
**Orbital gap**: 0.3932 Ha

Geometry as XYZ:
```
13
C5H6O2 (ωB97M-V with the def2-TZVPD basis set)
O 1.21 -1.48 -2.68
C 1.41 -0.79 -1.72
C 1.35 -1.29 -0.28
C 0.43 -0.42 0.46
C -0.35 0.36 0.93
C -1.43 1.27 1.36
O -2.18 1.74 0.25
H 1.63 0.30 -1.81
H 1.01 -2.33 -0.29
H 2.36 -1.26 0.14
H -2.06 0.76 2.10
H -1.02 2.16 1.84
H -2.36 0.97 -0.31
```

natural (NBO) population analysis, charges in e, atoms 1 to 8:
1. O -0.502
2. C 0.459
3. C -0.579
4. C -0.015
5. C -0.028
6. C -0.132
7. O -0.694
8. H 0.116

---

4) The following is a quantum chemistry calculation of the molecule C5H6O2, from the OMol25 dataset.

Calculated values
**HOMO**: -9.62 eV
**SMILES string**: O=C[C@H]1O[C@H]2C[C@H]21
**Lowest unoccupied orbital energy**: 0.87 eV
**Orbital gap**: 0.3856 Ha

Geometry as XYZ:
```
13
C5H6O2 (ωB97M-V with the def2-TZVPD basis set)
O -1.24 -2.58 0.41
C -1.08 -1.41 0.68
C -0.90 -0.37 -0.40
O -1.08 1.01 -0.02
C 0.23 1.35 -0.45
C 1.20 0.74 0.45
C 0.57 -0.09 -0.69
H -0.97 -1.05 1.72
H -1.56 -0.59 -1.24
H 0.35 2.27 -1.01
H 2.24 0.95 0.20
H 0.99 0.50 1.48
H 1.41 -0.72 -0.92
```

natural (NBO) population analysis, charges in e, atoms 1 to 8:
1. O -0.508
2. C 0.418
3. C -0.009
4. O -0.501
5. C 0.111
6. C -0.429
7. C -0.309
8. H 0.114

---

Relative stability in eV, measured from the most stable structure: 1) 0.000; 2) 4.861; 3) 0.903; 4) 1.847

---

1) The following is a quantum chemistry calculation of the molecule C5H6O2, from the OMol25 dataset.

Calculated values
**HOMO**: -9.77 eV
**SMILES string**: O=C1CC2(CO2)C1
**Lowest unoccupied orbital energy**: 0.77 eV
**Orbital gap**: 0.3872 Ha

Geometry as XYZ:
```
13
C5H6O2 (ωB97M-V with the def2-TZVPD basis set)
O -2.70 -0.50 0.41
C -1.57 -0.28 0.08
C -0.73 1.00 0.00
C 0.44 0.08 -0.35
C 1.69 0.28 0.35
O 1.63 0.26 -1.08
C -0.41 -1.19 -0.37
H -0.56 1.40 1.01
H -1.07 1.81 -0.64
H 1.85 1.29 0.74
H 2.12 -0.54 0.90
H -0.61 -1.63 -1.36
H -0.09 -1.98 0.31
```

natural (NBO) population analysis, charges in e, atoms 1 to 8:
1. O -0.501
2. C 0.620
3. C -0.550
4. C 0.200
5. C -0.102
6. O -0.454
7. C -0.547
8. H 0.237

---

2) The following is a quantum chemistry calculation of the molecule C5H6O2, from the OMol25 dataset.

Calculated values
**HOMO**: -9.01 eV
**Lowest unoccupied orbital energy**: 0.52 eV
**Orbital gap**: 0.3502 Ha

Geometry as XYZ:
```
13
C5H6O2 (ωB97M-V with the def2-TZVPD basis set)
O 1.23 2.00 0.56
C 0.67 0.98 0.22
C 1.46 -0.26 -0.22
O 0.59 -1.20 -0.83
C -1.25 -0.39 -0.79
C -1.43 -0.45 0.68
C -0.79 0.78 0.09
H 1.91 -0.75 0.65
H 2.26 0.05 -0.89
H 0.41 -0.98 -1.76
H -0.83 -1.13 1.28
H -2.46 -0.35 1.02
H -1.36 1.71 0.04
```

natural (NBO) population analysis, charges in e, atoms 1 to 8:
1. O -0.527
2. C 0.568
3. C -0.188
4. O -0.631
5. C 0.099
6. C -0.536
7. C -0.496
8. H 0.217

---

Relative stability in eV, measured from the most stable structure: 1) 0.000; 2) 2.228

---

1) The following is a quantum chemistry calculation of the molecule C3H6O2, from the OMol25 dataset.

Calculated values
**HOMO**: -9.80 eV
**SMILES string**: O=CCCO
**Lowest unoccupied orbital energy**: 0.72 eV
**Orbital gap**: 0.3867 Ha

Geometry as XYZ:
```
11
C3H6O2 (ωB97M-V with the def2-TZVPD basis set)
O 2.30 0.31 1.01
C 1.57 0.37 0.05
C 0.46 -0.59 -0.23
C -0.84 0.10 0.32
O -1.70 0.70 -0.62
H 1.59 1.25 -0.62
H 0.33 -0.81 -1.29
H 0.68 -1.53 0.30
H -1.28 -0.74 0.85
H -0.60 0.90 1.04
H -2.42 0.10 -0.86
```

natural (NBO) population analysis, charges in e, atoms 1 to 8:
1. O -0.524
2. C 0.439
3. C -0.544
4. C -0.056
5. O -0.717
6. H 0.108
7. H 0.231
8. H 0.225

---

2) The following is a quantum chemistry calculation of the molecule C3H6O2, from the OMol25 dataset.

Calculated values
**HOMO**: -10.43 eV
**SMILES string**: OC[C@H]1CO1
**Lowest unoccupied orbital energy**: 1.05 eV
**Orbital gap**: 0.4217 Ha

Geometry as XYZ:
```
11
C3H6O2 (ωB97M-V with the def2-TZVPD basis set)
O 0.70 -0.48 -1.57
C -0.46 -0.72 -0.81
C -0.54 0.18 0.42
C 0.64 0.47 1.24
O 0.17 1.40 0.27
H 0.70 0.46 -1.78
H -1.37 -0.57 -1.41
H -0.42 -1.78 -0.52
H -1.52 0.27 0.88
H 1.57 -0.04 1.01
H 0.52 0.81 2.26
```

natural (NBO) population analysis, charges in e, atoms 1 to 8:
1. O -0.707
2. C -0.086
3. C 0.023
4. C -0.115
5. O -0.503
6. H 0.477
7. H 0.163
8. H 0.187

---

3) The following is a quantum chemistry calculation of the molecule C3H6O2, from the OMol25 dataset.

Calculated values
**HOMO**: -9.41 eV
**SMILES string**: COCC=O
**Lowest unoccupied orbital energy**: 0.91 eV
**Orbital gap**: 0.3794 Ha

Geometry as XYZ:
```
11
C3H6O2 (ωB97M-V with the def2-TZVPD basis set)
C -1.29 0.87 0.25
O -0.98 -0.55 -0.44
C 0.31 -0.96 -0.08
C 1.45 0.05 -0.30
O 2.42 0.09 0.41
H -0.81 0.87 1.25
H -0.85 0.80 -0.84
H -2.37 0.89 0.43
H 0.54 -1.84 -0.70
H 0.31 -1.24 0.97
H 1.37 0.70 -1.20
```

natural (NBO) population analysis, charges in e, atoms 1 to 8:
1. C -0.408
2. O -0.567
3. C -0.178
4. C 0.405
5. O -0.505
6. H 0.197
7. H 0.339
8. H 0.200

---

Relative stability in eV, measured from the most stable structure: 1) 0.000; 2) 0.589; 3) 2.972

---

1) The following is a quantum chemistry calculation of the molecule C3H6O2, from the OMol25 dataset.

Calculated values
**HOMO**: -8.38 eV
**Lowest unoccupied orbital energy**: 1.03 eV
**Orbital gap**: 0.3458 Ha

Geometry as XYZ:
```
11
C3H6O2 (ωB97M-V with the def2-TZVPD basis set)
O -0.25 -0.97 -1.40
C 0.61 -0.92 -0.27
C 0.51 0.49 0.27
C -0.90 0.62 0.73
O -1.27 1.88 0.88
H -0.34 -1.88 -1.68
H 1.64 -1.17 -0.55
H 0.26 -1.61 0.51
H 0.74 1.23 -0.51
H 1.20 0.66 1.11
H -2.21 1.67 0.93
```

natural (NBO) population analysis, charges in e, atoms 1 to 8:
1. O -0.721
2. C -0.053
3. C -0.610
4. C 0.244
5. O -0.651
6. H 0.472
7. H 0.160
8. H 0.171

---

2) The following is a quantum chemistry calculation of a structure of composition C3H6O2, from the OMol25 dataset.

Calculated values
**HOMO**: -9.40 eV
**Lowest unoccupied orbital energy**: 0.93 eV
**Orbital gap**: 0.3796 Ha

Geometry as XYZ:
```
11
C3H6O2 (ωB97M-V with the def2-TZVPD basis set)
O -0.02 1.09 2.13
C 0.27 -1.05 -0.15
C -0.90 -0.33 -0.78
O 0.06 0.59 -1.38
C 1.04 -0.16 -0.77
H -0.54 1.66 1.56
H 0.39 -1.90 0.50
H -1.45 -0.86 -1.55
H -1.58 0.21 -0.11
H 2.09 0.09 -0.89
H 0.54 0.60 1.51
```

natural (NBO) population analysis, charges in e, atoms 1 to 8:
1. O -0.943
2. C -0.364
3. C -0.084
4. O -0.501
5. C 0.122
6. H 0.463
7. H 0.234
8. H 0.200

---

Relative stability in eV, measured from the most stable structure: 1) 0.877; 2) 0.000

---

1) The following is a quantum chemistry calculation of the molecule C3H6O2, from the OMol25 dataset.

Calculated values
**HOMO**: -9.68 eV
**SMILES string**: C1COCO1
**Lowest unoccupied orbital energy**: 1.01 eV
**Orbital gap**: 0.3928 Ha

Geometry as XYZ:
```
11
C3H6O2 (ωB97M-V with the def2-TZVPD basis set)
C 0.99 -0.74 -0.14
C 0.88 0.76 0.09
O -0.43 1.09 -0.15
C -1.27 -0.07 -0.02
O -0.29 -1.09 0.07
H 1.69 -0.90 -1.12
H 1.44 -1.06 0.84
H 1.49 1.53 -0.39
H 1.23 1.04 1.24
H -2.09 -0.27 -0.57
H -1.64 0.00 0.99
```

natural (NBO) population analysis, charges in e, atoms 1 to 8:
1. C -0.101
2. C -0.082
3. O -0.526
4. C 0.244
5. O -0.532
6. H 0.173
7. H 0.195
8. H 0.198

---

2) The following is a quantum chemistry calculation of the molecule C3H6O2, from the OMol25 dataset.

Calculated values
**HOMO**: -9.88 eV
**SMILES string**: C[C@H](O)C=O
**Lowest unoccupied orbital energy**: 0.67 eV
**Orbital gap**: 0.3879 Ha

Geometry as XYZ:
```
11
C3H6O2 (ωB97M-V with the def2-TZVPD basis set)
C 0.50 1.09 -0.17
C 0.09 -0.26 0.36
O 0.81 -1.31 -0.16
C -1.26 -0.67 -0.11
O -2.33 -0.06 0.01
H 1.55 1.35 0.08
H 0.37 1.18 -1.22
H -0.18 1.82 0.26
H 0.06 -0.24 1.44
H 1.71 -1.25 0.15
H -1.32 -1.66 -0.66
```

natural (NBO) population analysis, charges in e, atoms 1 to 8:
1. C -0.626
2. C -0.027
3. O -0.702
4. C 0.430
5. O -0.521
6. H 0.212
7. H 0.219
8. H 0.230

---

Relative stability in eV, measured from the most stable structure: 1) 1.968; 2) 0.000

---

1) The following is a quantum chemistry calculation of the molecule C3H6O2, from the OMol25 dataset.

Calculated values
**HOMO**: -9.03 eV
**SMILES string**: C[C@@H](O)C=O
**Lowest unoccupied orbital energy**: 0.97 eV
**Orbital gap**: 0.3673 Ha

Geometry as XYZ:
```
11
C3H6O2 (ωB97M-V with the def2-TZVPD basis set)
C -0.20 -1.13 0.45
C -0.47 0.10 -0.39
O -1.37 1.00 0.16
C 1.13 0.92 -0.58
O 1.57 1.61 0.28
H 0.22 -0.85 1.41
H 0.51 -1.78 -0.06
H -1.12 -1.69 0.61
H -0.81 -0.12 -1.40
H -1.08 1.23 1.05
H 1.63 0.71 -1.54
```

natural (NBO) population analysis, charges in e, atoms 1 to 8:
1. C -0.654
2. C 0.052
3. O -0.701
4. C 0.420
5. O -0.519
6. H 0.212
7. H 0.217
8. H 0.220

---

2) The following is a quantum chemistry calculation of the molecule C3H6O2, from the OMol25 dataset.

Calculated values
**HOMO**: -10.38 eV
**SMILES string**: OC[C@@H]1CO1
**Lowest unoccupied orbital energy**: 1.03 eV
**Orbital gap**: 0.4194 Ha

Geometry as XYZ:
```
11
C3H6O2 (ωB97M-V with the def2-TZVPD basis set)
O 0.90 1.40 0.05
C 1.19 -0.05 0.16
C -0.14 -0.74 0.03
C -1.37 -0.15 -0.74
O -1.15 0.09 0.74
H 0.45 1.58 0.91
H 1.67 -0.36 1.14
H 2.03 -0.16 -0.53
H -0.10 -1.72 0.40
H -2.41 -0.67 -0.94
H -1.05 0.77 -1.22
```

natural (NBO) population analysis, charges in e, atoms 1 to 8:
1. O -0.723
2. C -0.116
3. C 0.026
4. C -0.135
5. O -0.543
6. H 0.480
7. H 0.177
8. H 0.206

---

3) The following is a quantum chemistry calculation of the molecule C3H6O2, from the OMol25 dataset.

Calculated values
**HOMO**: -10.74 eV
**SMILES string**: CCOC=O
**Lowest unoccupied orbital energy**: 1.00 eV
**Orbital gap**: 0.4314 Ha

Geometry as XYZ:
```
11
C3H6O2 (ωB97M-V with the def2-TZVPD basis set)
C -1.49 0.52 0.39
C -0.29 -0.34 0.04
O 0.85 0.51 -0.15
C 1.97 -0.14 -0.48
O 2.07 -1.33 -0.60
H -1.72 1.23 -0.41
H -2.36 -0.13 0.54
H -1.32 1.08 1.31
H -0.46 -0.91 -0.87
H -0.06 -1.05 0.84
H 2.80 0.57 -0.62
```

natural (NBO) population analysis, charges in e, atoms 1 to 8:
1. C -0.626
2. C -0.082
3. O -0.506
4. C 0.647
5. O -0.586
6. H 0.215
7. H 0.218
8. H 0.215

---

Relative stability in eV, measured from the most stable structure: 1) 1.225; 2) 2.629; 3) 0.000